The following is a quantum chemistry calculation of a 2-piece molecular cluster, BrClH4Si2 overall, from the OMol25 dataset.

Atoms and positions in Å:
Si1 -1.369 -0.734 -0.083
Si2 1.836 1.295 -0.693
Cl1 -1.712 1.290 0.104
Br1 3.420 -0.237 -0.074
H1 -0.275 -1.149 0.913
H2 -2.665 -1.249 0.425
H3 -0.696 -0.774 -1.333
H4 1.461 1.557 0.741

total energy: -98384.768 eV
charge: 0
HOMO energy: -9.0 eV
energy above the lowest of the compared OMol25 structures with the same formula, charge and spin: 50.04 kcal per mole
strongest force on any atom: 2.58 eV/Å

---

The following is a quantum chemistry calculation of an isolated ion of composition C7H7F3N3O and charge +1, from the OMol25 dataset.

Atoms and positions in Å:
C1 3.006 -0.327 0.807
C2 2.699 -1.475 0.069
C3 2.105 0.719 0.831
C4 0.606 -0.770 -0.257
C5 -0.148 1.490 0.058
C6 -1.710 -0.012 -0.747
C7 -2.677 0.152 0.319
N1 1.476 -1.705 -0.328
N2 0.977 0.510 0.149
N3 -0.675 -1.022 -0.593
O1 -2.157 0.154 -2.000
F1 -2.940 1.446 0.570
F2 -3.849 -0.584 0.193
F3 -2.136 -0.203 1.524
H1 4.033 -0.213 1.269
H2 3.374 -2.425 -0.118
H3 2.379 1.630 1.309
H4 0.177 2.223 -0.769
H5 -0.526 1.975 0.953
H6 -0.899 -1.794 -1.235
H7 -3.116 0.230 -2.002

total energy: -22033.385 eV
charge: +1
HOMO energy: -13.6 eV
energy above the lowest of the compared OMol25 structures with the same formula, charge and spin: 55.56 kcal per mole
strongest force on any atom: 5.24 eV/Å

---

The following is a quantum chemistry calculation of an isolated ion of composition C5H12N and charge +1, from the OMol25 dataset.

Atoms and positions in Å:
C1 -1.771 0.321 2.241
C2 -1.237 -0.321 1.012
C3 0.036 -0.189 0.629
C4 0.641 -1.105 -0.413
C5 1.239 -0.354 -1.637
N1 1.030 1.133 -1.533
H1 -1.056 0.914 2.781
H2 -2.164 -0.500 2.857
H3 -2.711 0.867 2.110
H4 -1.955 -0.901 0.441
H5 0.714 0.359 1.273
H6 1.411 -1.758 -0.023
H7 -0.153 -1.726 -0.828
H8 0.701 -0.647 -2.536
H9 2.299 -0.501 -1.827
H10 1.476 1.475 -0.682
H11 0.028 1.351 -1.529
H12 1.473 1.580 -2.336

total energy: -6862.444 eV
charge: +1
HOMO energy: -13.4 eV
SMILES: C/C=C/CC[NH3+]
energy above the lowest of the compared OMol25 structures with the same formula, charge and spin: 25.69 kcal per mole
strongest force on any atom: 1.51 eV/Å

---

The following is a quantum chemistry calculation of one molecule with the formula C3H3F2IO, from the OMol25 dataset.

Atoms and positions in Å:
C1 0.986 0.421 -1.312
O1 0.503 0.570 0.009
C2 -0.649 -0.003 0.393
I1 -2.139 -0.966 -0.719
C3 -0.669 -0.372 1.807
F1 -1.705 -0.845 2.381
F2 0.383 0.054 2.585
H1 0.398 0.872 -2.101
H2 1.001 -0.631 -1.740
H3 1.891 0.900 -1.303

total energy: -18739.911 eV
charge: 0
HOMO energy: -8.2 eV
SMILES: COC(I)=C(F)F
energy above the lowest of the compared OMol25 structures with the same formula, charge and spin: 37.00 kcal per mole
strongest force on any atom: 6.96 eV/Å

---

The following is a quantum chemistry calculation of C26H31AgBrN2O3S as an isolated structure, from the OMol25 dataset.

Atoms and positions in Å:
Ag1 0.282 2.057 0.433
C1 -0.028 -2.068 -5.572
C2 0.841 -2.818 -4.566
C3 0.208 -4.200 -4.181
C4 2.155 -3.126 -5.232
C5 1.042 -2.073 -3.240
C6 -0.106 -1.778 -2.463
C7 0.001 -1.007 -1.346
Br1 -1.639 -0.582 -0.352
C8 1.275 -0.576 -0.825
O1 1.380 0.154 0.207
C9 2.424 -0.906 -1.623
C10 2.264 -1.606 -2.837
C11 3.748 -0.271 -1.121
C12 4.132 -1.089 0.157
C13 4.920 -0.408 -2.095
C14 3.626 1.236 -0.809
H1 -0.064 -2.728 -6.406
H2 0.488 -1.133 -5.837
H3 -1.041 -1.944 -5.250
H4 -0.050 -4.735 -5.105
H5 -0.683 -4.057 -3.562
H6 0.934 -4.800 -3.599
H7 1.969 -3.808 -6.069
H8 2.843 -3.704 -4.626
H9 2.580 -2.210 -5.620
H10 -1.096 -2.125 -2.744
H11 3.055 -1.935 -3.450
H12 3.940 -2.157 -0.065
H13 3.495 -0.827 0.917
H14 5.189 -0.994 0.412
H15 5.135 -1.415 -2.455
H16 5.833 -0.037 -1.651
H17 4.725 0.210 -2.949
H18 2.893 1.535 -0.018
H19 3.092 1.775 -1.632
H20 4.617 1.692 -0.650
C15 -4.543 -2.040 5.431
C16 -3.586 -0.952 5.131
C17 -2.794 -1.039 3.998
C18 -1.999 0.058 3.703
C19 -1.993 1.190 4.511
C20 -2.792 1.257 5.639
C21 -3.576 0.175 5.959
S1 -0.858 2.535 4.172
O2 -1.358 3.689 4.876
O3 0.466 2.075 4.482
N1 -0.978 2.752 2.578
C22 -1.591 3.712 1.912
C23 -2.523 4.697 2.323
C24 -3.123 5.601 1.491
C25 -2.717 5.526 0.177
C26 -1.863 4.516 -0.228
N2 -1.276 3.676 0.595
H21 -4.818 -1.881 6.524
H22 -4.018 -2.998 5.404
H23 -5.435 -2.125 4.793
H24 -2.751 -1.949 3.415
H25 -1.463 0.105 2.739
H26 -2.867 2.160 6.230
H27 -4.291 0.215 6.748
H28 -2.879 4.646 3.365
H29 -3.959 6.269 1.768
H30 -3.177 6.162 -0.596
H31 -1.616 4.426 -1.316

total energy: -121466.078 eV
charge: -1
HOMO energy: -4.4 eV
strongest force on any atom: 2.87 eV/Å

---

The following is a quantum chemistry calculation of one molecule with the formula C14H22F4INO5S2, from the OMol25 dataset.

Atoms and positions in Å:
C1 4.593 -0.497 1.172
C2 3.880 0.749 1.644
O1 3.723 0.951 2.847
N1 3.447 1.672 0.697
C3 2.494 2.637 1.231
C4 2.999 1.105 -0.584
C5 1.829 0.117 -0.473
C6 0.622 0.436 -1.395
C7 -0.690 0.695 -0.638
C8 -1.707 -0.468 -0.650
C9 -1.220 -1.564 0.303
C10 -0.395 -2.650 -0.368
C11 -0.179 -3.820 0.589
I1 0.968 -3.284 2.311
O2 -1.818 -0.977 -2.011
S1 -2.589 0.151 -2.875
O3 -3.557 -0.433 -3.730
O4 -1.623 1.023 -3.448
O5 -3.342 0.876 -1.615
C12 -3.124 0.079 -0.453
S2 -4.376 -1.315 -0.629
C13 -3.398 0.835 0.874
F1 -4.670 0.624 1.308
F2 -2.555 0.389 1.836
C14 -3.251 2.367 0.764
F3 -3.452 2.873 2.016
F4 -4.193 2.873 -0.055
H1 4.995 -0.963 2.061
H2 5.430 -0.270 0.517
H3 3.901 -1.163 0.671
H4 1.550 2.149 1.483
H5 2.889 3.150 2.094
H6 2.299 3.374 0.457
H7 3.865 0.651 -1.055
H8 2.727 1.940 -1.222
H9 2.211 -0.860 -0.758
H10 1.495 0.020 0.558
H11 0.859 1.334 -1.955
H12 0.534 -0.352 -2.132
H13 -1.120 1.615 -1.019
H14 -0.429 0.909 0.396
H15 -2.030 -2.004 0.878
H16 -0.589 -1.075 1.036
H17 -0.903 -3.073 -1.231
H18 0.586 -2.301 -0.671
H19 -1.142 -4.187 0.929
H20 0.319 -4.648 0.103
H21 -3.618 -2.358 -0.275
H22 -2.247 2.665 0.466

total energy: -67242.646 eV
charge: 0
HOMO energy: -9.6 eV
SMILES: CC(=O)N(C)CCCC[C@]1(CCCI)OS(=O)(=O)O[C@]1(S)C(F)(F)C(F)F
strongest force on any atom: 2.10 eV/Å

---

no.,E_LUMO (eV)
1,-1.173
2,-4.706
3,-3.605
4,0.272
5,2.553
6,0.096